[1]
Molecular formula: C78H110N21O27
Method: DFT, ωB97M-V/def2-TZVPD

Properties
Gap between HOMO and LUMO ... 5.949 eV
HOMO level ... -0.4578 Eh
Net charge ... +3

XYZ file:
```
236
C78H110N21O27 | the OMol25 dataset | ωB97M-V/def2-TZVPD
C 2.921 -3.000 -3.295
N 3.054 -2.611 -4.709
C 2.036 -1.933 -5.289
C 2.104 -1.607 -6.639
C 3.266 -1.690 -7.383
C 4.417 -2.300 -6.714
C 4.264 -2.767 -5.383
C 3.333 -1.135 -8.778
C 2.511 0.001 -9.033
C 2.438 0.447 -10.291
N 3.268 0.008 -11.275
C 4.168 -1.016 -11.000
C 4.175 -1.603 -9.724
C 3.234 0.693 -12.537
H 3.836 -3.307 -2.844
H 2.113 -3.686 -3.272
H 2.781 -2.079 -2.636
H 1.102 -1.837 -4.774
H 1.180 -1.191 -7.022
H 5.394 -2.272 -7.144
H 5.117 -3.225 -4.924
H 2.020 0.498 -8.236
H 1.749 1.231 -10.610
H 4.825 -1.287 -11.845
H 4.777 -2.464 -9.537
H 2.374 1.340 -12.507
H 3.183 -0.025 -13.403
H 4.005 1.442 -12.580
C -8.597 -2.071 -0.692
N -7.212 -2.749 -0.747
C -6.272 -2.307 -1.640
C -4.965 -2.828 -1.535
C -4.706 -3.844 -0.629
C -5.685 -4.245 0.213
C -6.944 -3.640 0.213
C -3.328 -4.405 -0.568
C -2.760 -4.959 0.579
C -1.454 -5.432 0.621
N -0.636 -5.192 -0.424
C -1.167 -4.733 -1.567
C -2.508 -4.364 -1.663
C 0.795 -5.164 -0.296
H -8.569 -1.226 -1.362
H -8.804 -1.828 0.339
H -9.253 -2.864 -1.112
H -6.551 -1.587 -2.335
H -4.273 -2.468 -2.301
H -5.652 -5.114 0.885
H -7.713 -3.876 0.912
H -3.370 -4.999 1.498
H -1.079 -5.859 1.553
H -0.396 -4.593 -2.299
H -2.825 -3.841 -2.594
H 1.089 -4.174 0.172
H 1.321 -5.237 -1.249
H 1.134 -5.853 0.473
C 8.304 -1.612 3.124
N 8.334 -1.192 1.652
C 7.377 -1.633 0.852
C 7.184 -1.167 -0.451
C 8.015 -0.114 -0.825
C 9.176 0.194 -0.024
C 9.344 -0.381 1.191
C 7.853 0.485 -2.224
C 6.643 0.831 -2.833
C 6.698 1.270 -4.148
N 7.829 1.524 -4.815
C 9.006 1.310 -4.189
C 9.009 0.761 -2.954
C 7.794 2.125 -6.180
H 7.282 -1.730 3.357
H 8.648 -0.830 3.707
H 8.846 -2.500 3.423
H 6.724 -2.367 1.229
H 6.349 -1.560 -1.047
H 9.942 0.909 -0.334
H 10.214 -0.182 1.846
H 5.775 0.807 -2.215
H 5.783 1.515 -4.647
H 9.955 1.579 -4.693
H 9.974 0.593 -2.472
H 6.777 2.128 -6.516
H 8.197 1.415 -6.870
H 8.236 3.098 -6.224
C 2.791 1.431 -2.480
N 1.707 1.115 -1.563
C 0.562 0.711 -2.054
C -0.430 0.350 -1.154
C -0.272 0.513 0.229
C 1.014 0.919 0.674
C 1.983 1.187 -0.235
C -1.339 0.166 1.135
C -2.635 0.585 0.930
C -3.619 0.250 1.819
N -3.264 -0.494 2.935
C -2.002 -0.710 3.248
C -0.986 -0.436 2.355
C -4.284 -0.776 3.928
H 2.477 1.863 -3.416
H 3.356 0.568 -2.784
H 3.339 2.209 -1.907
H 0.379 0.859 -3.089
H -1.348 0.003 -1.580
H 1.304 1.116 1.689
H 3.010 1.369 -0.057
H -2.891 1.076 -0.029
H -4.670 0.422 1.636
H -1.813 -1.277 4.167
H 0.019 -0.678 2.646
H -4.101 -1.677 4.510
H -5.207 -0.941 3.391
H -4.335 0.086 4.585
C -3.823 2.056 -4.498
N -4.354 3.154 -3.661
C -5.606 3.617 -3.938
C -6.232 4.536 -3.120
C -5.559 4.835 -1.946
C -4.231 4.486 -1.741
C -3.661 3.612 -2.599
C -6.244 5.487 -0.744
C -5.875 6.795 -0.332
C -6.351 7.278 0.895
N -7.180 6.520 1.623
C -7.483 5.229 1.207
C -7.053 4.674 0.037
C -7.739 6.993 2.847
H -3.179 1.417 -3.937
H -3.098 2.525 -5.197
H -4.557 1.512 -4.995
H -6.092 3.157 -4.788
H -7.288 4.728 -3.303
H -3.737 4.826 -0.881
H -2.674 3.230 -2.418
H -5.218 7.466 -0.930
H -6.078 8.308 1.075
H -8.303 4.778 1.792
H -7.431 3.753 -0.434
H -7.691 6.119 3.513
H -8.807 7.268 2.727
H -7.133 7.789 3.288
C 2.378 7.177 0.253
C 2.205 6.265 1.450
C 2.041 7.007 2.755
C 2.030 6.178 4.022
N 0.833 5.184 4.197
C 0.701 4.832 5.694
C 1.859 3.815 5.925
C 2.220 3.145 4.558
C 1.234 3.856 3.616
C -0.393 5.664 3.465
H 2.340 6.778 -0.808
H 3.328 7.699 0.364
H 1.656 8.036 0.202
H 3.184 5.754 1.374
H 1.466 5.562 1.096
H 1.175 7.680 2.654
H 2.820 7.710 2.717
H 1.880 6.881 4.824
H 2.928 5.583 4.151
H -0.224 4.319 5.751
H 0.719 5.654 6.394
H 1.510 3.156 6.725
H 2.695 4.339 6.387
H 1.921 2.134 4.684
H 3.242 3.251 4.140
H 0.313 3.347 3.343
H 1.680 4.146 2.664
H -1.125 4.883 3.505
H -0.264 5.915 2.431
H -0.719 6.652 3.869
C -3.032 -7.530 4.395
C -4.106 -7.435 5.464
C -3.703 -6.580 6.697
C -3.390 -5.173 6.268
N -2.261 -4.584 7.164
C -2.026 -3.172 6.741
C -0.638 -2.871 7.155
C 0.091 -4.224 7.264
C -0.934 -5.262 6.958
C -2.637 -4.644 8.557
H -3.023 -6.564 3.838
H -3.314 -8.321 3.703
H -2.159 -7.701 4.956
H -4.384 -8.473 5.807
H -4.965 -6.949 5.053
H -2.812 -7.055 7.194
H -4.494 -6.770 7.475
H -4.247 -4.539 6.105
H -2.794 -5.153 5.334
H -2.809 -2.450 7.108
H -2.103 -3.141 5.650
H -0.613 -2.339 8.085
H -0.246 -2.107 6.453
H 0.498 -4.419 8.275
H 0.961 -4.231 6.532
H -0.862 -6.131 7.631
H -0.806 -5.551 5.948
H -1.803 -4.302 9.167
H -2.843 -5.625 8.907
H -3.449 -3.984 8.787
N -5.941 -4.187 3.737
O -6.123 -3.959 4.942
O -4.767 -4.090 3.280
O -6.981 -4.498 2.988
N -1.217 3.656 0.351
O -0.437 3.514 1.270
O -1.118 2.944 -0.702
O -2.143 4.495 0.436
N 5.665 1.744 0.402
O 5.266 0.717 -0.217
O 6.795 2.159 0.320
O 4.782 2.249 1.178
N 3.900 1.642 -6.255
O 3.215 1.794 -7.330
O 4.710 2.522 -5.910
O 3.672 0.688 -5.464
N -1.176 1.593 5.243
O -1.106 2.459 6.180
O -2.261 1.382 4.655
O -0.144 0.886 4.923
N -5.838 0.882 -1.499
O -6.155 0.358 -0.401
O -4.881 0.417 -2.171
O -6.355 1.941 -1.898
N -1.264 -1.877 -3.978
O -0.297 -2.227 -3.172
O -2.406 -1.915 -3.542
O -0.919 -1.469 -5.148
N -0.242 -3.904 3.388
O 0.103 -4.862 4.162
O -1.329 -3.328 3.508
O 0.522 -3.659 2.338
N 6.815 -2.481 -3.361
O 5.768 -2.015 -2.860
O 7.723 -2.860 -2.700
O 6.831 -2.437 -4.626
```

Löwdin population analysis, charges in e, atoms 1 to 4:
1 C 0.01
2 N -0.03
3 C 0.01
4 C 0.02

[2]
Molecular formula: C10H18N3
Method: DFT, ωB97M-V/def2-TZVPD

Properties
Gap between HOMO and LUMO ... 8.176 eV
Energy relative to the best compared isomer or geometry (same formula, charge and spin) ... 3.286 eV
HOMO level ... -0.4171 Eh
Net charge ... +1

XYZ file:
```
31
C10H18N3 | the OMol25 dataset | ωB97M-V/def2-TZVPD
C -0.525 -0.978 -2.019
C -0.614 -2.199 -2.911
C 0.554 -1.242 -0.962
C 0.263 -2.189 0.067
C 1.870 -0.814 -1.119
C 1.213 -2.534 0.908
C 2.798 -1.145 -0.148
C 2.550 -2.004 0.905
H -0.536 -0.092 -2.626
H -1.560 -0.769 -1.500
H -0.114 -1.963 -3.826
H -0.814 -2.443 0.199
H 2.097 -0.245 -1.985
H 0.854 -3.232 1.680
H 3.809 -0.601 -0.226
H 3.137 -2.343 1.811
H -1.638 -2.627 -2.930
H 0.183 -2.969 -2.686
C -2.308 1.327 0.524
C -0.508 2.707 1.696
N -1.197 1.534 1.527
N -0.870 3.762 0.920
N 0.427 2.780 2.569
H -1.188 0.658 2.265
H -1.720 3.824 0.390
H -0.294 4.592 0.918
H 0.328 2.240 3.451
H 1.244 3.467 2.384
H -1.675 1.150 -0.529
H -3.058 2.016 0.437
H -2.704 0.334 0.814
```

Löwdin population analysis, charges in e, atoms 1 to 4:
1 C -0.24
2 C -0.10
3 C -0.24
4 C -0.10

[3]
Molecular formula: CH3N3O2S
Method: DFT, ωB97M-V/def2-TZVPD

Properties
Gap between HOMO and LUMO ... 8.198 eV
Energy relative to the best compared isomer or geometry (same formula, charge and spin) ... 2.863 eV
HOMO level ... -0.3645 Eh

XYZ file:
```
10
CH3N3O2S | the OMol25 dataset | ωB97M-V/def2-TZVPD
C 2.380 -1.823 0.057
N 2.489 -1.581 -1.260
N 2.519 -0.342 -1.528
N 2.410 -0.813 0.912
O -0.814 2.143 0.413
O 2.804 1.663 0.116
S 2.078 0.454 -0.120
H -1.216 2.812 -0.174
H 2.585 -2.852 0.411
H -1.516 1.996 0.980
```

Löwdin population analysis, charges in e, atoms 1 to 4:
1 C -0.31
2 N -0.06
3 N -0.13
4 N -0.08

[4]
Molecular formula: C2H5N3OS
Method: DFT, ωB97M-V/def2-TZVPD

Properties
Gap between HOMO and LUMO ... 9.656 eV
Energy relative to the best compared isomer or geometry (same formula, charge and spin) ... 5.239 eV
HOMO level ... -0.3369 Eh
SMILES ... [H]/N=C(/C=N\S)NO

XYZ file:
```
12
C2H5N3OS | the OMol25 dataset | ωB97M-V/def2-TZVPD
C 0.543 0.523 -0.040
C -0.805 1.026 -0.329
H 2.643 -1.557 -0.647
H 0.272 -1.666 -0.571
H 2.018 1.034 0.971
H -0.832 2.162 -0.611
H -3.813 -0.559 0.604
N 0.951 -0.860 -0.353
N 1.195 1.399 0.634
N -1.937 0.645 -0.233
O 2.137 -1.289 0.259
S -2.371 -0.858 0.315
```

Löwdin population analysis, charges in e, atoms 1 to 4:
1 C -0.36
2 C -0.32
3 H 0.18
4 H 0.14

[5]
Molecular formula: C5H11N3O
Method: DFT, ωB97M-V/def2-TZVPD

Properties
Gap between HOMO and LUMO (alpha / beta) ... 7.957 / 7.957 eV
Energy relative to the best compared isomer or geometry (same formula, charge and spin) ... 4.857 eV
HOMO level (alpha / beta) ... -0.2859 / -0.2859 Eh

XYZ file:
```
20
C5H11N3O | the OMol25 dataset | ωB97M-V/def2-TZVPD
C 1.288 -0.894 -1.342
C 0.192 -0.871 -0.321
C -1.654 0.412 -0.595
C -0.293 -1.989 0.214
O -2.706 -0.160 -0.704
H -1.140 0.969 -1.380
H 2.200 -0.435 -0.947
H 1.539 -1.912 -1.656
H 1.010 -0.338 -2.247
H -1.116 -1.988 0.927
H 0.085 -2.979 -0.040
C 0.305 0.825 0.840
N 0.808 1.849 -0.014
N -1.238 0.919 0.789
N 0.904 0.654 1.969
H 0.965 1.553 -0.968
H 1.682 2.172 0.382
H -1.639 0.266 1.463
H -1.577 1.865 1.003
H 0.384 0.082 2.627
```

Löwdin population analysis, charges in e, atoms 1 to 4:
1 C -0.12
2 C -0.28
3 C -0.31
4 C -0.01

[6]
Molecular formula: C37H41Br39ClF23N4OP
Method: DFT, ωB97M-V/def2-TZVPD

Properties
Gap between HOMO and LUMO ... 8.933 eV
HOMO level ... -0.4085 Eh
Net charge ... +1

XYZ file:
```
147
C37H41Br39ClF23N4OP | the OMol25 dataset | ωB97M-V/def2-TZVPD
C -3.621 -0.098 4.455
C -4.430 -0.721 3.345
C -4.615 0.186 2.149
Br -6.271 -0.384 1.238
C -3.434 0.231 1.201
N -3.558 -0.694 0.046
C -3.588 -2.132 0.509
C -3.729 -3.248 -0.489
C -4.962 -3.386 -1.345
F -6.039 -2.900 -0.839
Br -5.236 -5.321 -1.438
C -4.825 -2.858 -2.782
F -5.101 -1.611 -2.867
F -3.666 -3.049 -3.231
Br -6.045 -3.667 -4.051
C -2.477 -0.579 -0.988
C -1.807 0.752 -1.144
C -1.554 1.554 0.118
C -0.973 2.921 -0.225
C -0.418 3.241 -1.586
C 0.964 3.774 -1.651
F 1.478 4.104 -0.512
F 0.904 4.892 -2.315
C 1.925 2.932 -2.520
F 1.717 1.676 -2.461
F 1.566 3.261 -3.713
C 3.405 3.303 -2.425
F 3.941 3.013 -3.546
F 3.528 4.535 -2.310
C 4.316 2.637 -1.389
F 5.470 3.163 -1.555
F 4.005 2.929 -0.208
C 4.469 1.113 -1.494
F 4.312 0.656 -2.675
F 3.520 0.617 -0.790
C 5.785 0.546 -0.889
F 6.188 1.223 0.065
F 5.503 -0.601 -0.407
C 6.901 0.219 -1.875
F 7.885 -0.152 -1.143
F 6.620 -0.762 -2.573
C 7.453 1.347 -2.725
F 8.389 0.845 -3.410
F 7.957 2.204 -2.022
F 6.620 1.815 -3.523
C -0.490 0.809 0.860
F -0.241 1.250 2.008
F -0.657 -0.486 0.938
F 0.598 0.942 0.183
C -2.931 1.648 0.839
C -4.073 2.196 -0.020
C -4.070 3.598 -0.582
N -3.344 3.719 -1.832
N -3.734 4.670 0.341
N -5.483 3.773 -0.971
P -2.859 2.485 2.561
O -4.268 3.214 2.626
Cl -1.532 4.052 2.597
H -4.112 0.715 4.907
H -3.425 -0.874 5.139
H -2.678 0.166 4.062
H -3.899 -1.605 3.093
H -5.367 -0.981 3.754
H -4.920 1.111 2.571
H -2.643 -0.171 1.772
H -4.418 -0.571 -0.481
H -2.651 -2.267 0.966
H -4.319 -2.271 1.258
H -2.902 -3.359 -1.124
H -3.714 -4.112 0.099
H -1.739 -1.298 -0.818
H -2.883 -0.840 -1.913
H -2.315 1.333 -1.849
H -0.871 0.562 -1.586
H -1.664 3.660 0.004
H -0.248 3.113 0.505
H -0.472 2.513 -2.353
H -1.001 4.019 -1.962
H -4.922 2.166 0.603
H -4.345 1.579 -0.834
H -3.832 3.108 -2.464
H -3.582 4.632 -2.179
H -4.526 5.260 0.459
H -3.032 5.264 -0.073
H -6.073 3.681 -0.162
H -5.615 4.682 -1.378
H -4.156 4.135 2.900
C -8.672 0.990 4.541
Br -7.344 2.376 4.463
Br -9.947 1.311 5.935
Br -9.529 0.803 2.845
H -8.170 0.066 4.776
C 7.304 -3.868 -0.008
Br 5.924 -4.981 -0.751
Br 6.669 -2.843 1.486
Br 8.863 -4.889 0.445
H 7.592 -3.167 -0.774
C 0.553 1.863 -6.607
Br 1.986 0.609 -6.826
Br -0.149 2.448 -8.287
Br -0.837 1.160 -5.470
H 0.961 2.726 -6.108
C 12.399 -3.752 2.398
Br 14.032 -4.222 1.506
Br 12.522 -4.018 4.296
Br 11.838 -1.968 1.967
H 11.635 -4.418 2.034
C -0.658 -1.128 -11.036
Br 0.732 0.180 -11.270
Br -1.406 -1.078 -9.263
Br -2.016 -0.967 -12.381
H -0.203 -2.095 -11.158
C -6.549 7.498 4.163
Br -5.160 7.337 2.834
Br -7.881 8.776 3.656
Br -7.310 5.786 4.559
H -6.083 7.860 5.066
C 5.074 -3.179 5.089
Br 4.070 -3.122 6.718
Br 5.009 -1.487 4.179
Br 6.872 -3.787 5.351
H 4.584 -3.897 4.454
C -6.781 4.764 8.911
Br -5.702 5.802 7.703
Br -7.965 5.854 9.948
Br -7.722 3.389 7.954
H -6.107 4.283 9.598
C 0.261 -3.233 8.648
Br 0.725 -4.862 7.756
Br -1.125 -2.303 7.693
Br -0.189 -3.518 10.489
H 1.131 -2.599 8.625
C -7.874 1.558 -5.329
Br -9.199 0.243 -5.752
Br -8.657 3.085 -4.464
Br -6.427 0.780 -4.318
H -7.457 1.902 -6.260
C 10.335 -9.071 -0.592
Br 11.051 -7.695 0.541
Br 9.406 -10.411 0.419
Br 9.240 -8.340 -1.985
H 11.171 -9.556 -1.068
C 13.326 -11.079 -3.576
Br 13.604 -12.688 -4.581
Br 11.856 -10.053 -4.271
Br 13.117 -11.448 -1.699
H 14.212 -10.478 -3.684
```

Löwdin population analysis, charges in e, atoms 1 to 4:
1 C -0.08
2 C -0.28
3 C -0.59
4 Br 0.86

[7]
Molecular formula: H12O6
Method: DFT, ωB97M-V/def2-TZVPD

Properties
Gap between HOMO and LUMO ... 11.745 eV
Energy relative to the best compared isomer or geometry (same formula, charge and spin) ... 1.306 eV
HOMO level ... -0.4162 Eh
SMILES ... O.O.O.O.O.O

XYZ file:
```
18
H12O6 | the OMol25 dataset | ωB97M-V/def2-TZVPD
O -1.635 1.198 -1.926
H -1.054 1.462 -1.210
H -2.397 1.694 -1.643
O 2.635 -0.949 1.300
H 1.737 -1.287 1.200
H 3.043 -1.457 1.993
O 0.932 2.433 2.876
H 0.139 1.875 2.880
H 1.719 1.904 3.087
O -2.210 -1.222 -0.645
H -2.643 -1.780 -1.311
H -2.144 -0.471 -1.246
O 0.256 -1.678 -1.453
H -0.665 -1.509 -1.165
H 0.149 -2.157 -2.304
O 0.537 0.988 -0.201
H 1.174 0.775 0.443
H 0.430 0.182 -0.668
```

Löwdin population analysis, charges in e, atoms 1 to 4:
1 O -0.03
2 H 0.02
3 H 0.05
4 O -0.04

[8]
Molecular formula: C3H4N2O
Method: DFT, ωB97M-V/def2-TZVPD

Properties
Gap between HOMO and LUMO ... 8.895 eV
Energy relative to the best compared isomer or geometry (same formula, charge and spin) ... 2.031 eV
HOMO level ... -0.3123 Eh

XYZ file:
```
10
C3H4N2O | the OMol25 dataset | ωB97M-V/def2-TZVPD
C -0.512 -0.268 0.296
C 0.315 0.650 -1.329
C 1.348 0.451 -0.493
H -0.676 -0.723 2.102
H 0.322 1.239 -2.180
H 2.472 0.484 -0.524
H 1.632 -0.497 1.173
N -0.857 0.400 -0.720
N 0.792 -0.355 0.484
O -1.275 -0.726 1.280
```

Löwdin population analysis, charges in e, atoms 1 to 4:
1 C -0.57
2 C -0.18
3 C -0.12
4 H 0.15

[9]
Molecular formula: C3H3N5
Method: DFT, ωB97M-V/def2-TZVPD

Properties
Gap between HOMO and LUMO ... 7.889 eV
Energy relative to the best compared isomer or geometry (same formula, charge and spin) ... 5.035 eV
HOMO level ... -0.3211 Eh
SMILES ... [H]/N=c1\ccnnnn1

XYZ file:
```
11
C3H3N5 | the OMol25 dataset | ωB97M-V/def2-TZVPD
C -1.176 -0.132 -0.075
C -0.596 1.304 -0.370
C 0.726 1.367 -0.160
H -2.668 0.735 0.952
H -0.971 2.191 -0.883
H 1.042 2.362 -0.547
N -2.239 -0.232 0.637
N 1.642 0.518 0.389
N 1.666 -0.655 0.566
N 0.681 -1.375 -0.415
N -0.483 -1.187 -0.590
```

Löwdin population analysis, charges in e, atoms 1 to 4:
1 C -0.44
2 C 0.01
3 C -0.18
4 H 0.11